No. 1
112
Properties=species:S:1:pos:R:3:lowdin_charge:R:1 method="wB97M-V/def2-TZVPD" spin_multiplicity=1 homo_lumo_gap_ev=9.4 charge=+1 lumo_ev=-2.897 total_energy_ha=-1446.13397
C -2.196 3.606 1.113 -0.065
C -0.879 2.841 1.178 -0.404
C -1.103 1.479 1.851 -0.054
C -0.177 2.856 -0.208 -0.124
C -0.057 1.556 -0.998 -0.102
N 1.383 1.092 -1.071 0.067
C 1.882 0.406 0.159 -0.073
C 3.433 0.289 0.177 -0.673
N 3.871 0.039 1.569 0.097
N 3.988 1.540 -0.322 0.104
N 3.950 -0.801 -0.601 0.103
H -1.979 4.618 0.792 0.086
H -2.583 3.649 2.123 0.068
H -2.902 3.146 0.430 0.091
H -0.254 3.423 1.846 0.115
H -1.006 1.610 2.919 0.079
H -0.468 0.672 1.508 0.043
H -2.130 1.167 1.685 0.080
H -0.720 3.548 -0.837 0.114
H 0.805 3.307 -0.088 0.115
H -0.329 1.760 -2.025 0.132
H -0.697 0.745 -0.675 0.111
H 1.940 1.919 -1.292 0.151
H 1.470 0.452 -1.862 0.181
H 1.565 0.947 1.038 0.119
H 1.482 -0.597 0.132 0.128
H 3.217 -0.582 2.044 0.084
H 3.817 0.922 2.068 0.084
H 3.411 2.302 0.026 0.079
H 4.923 1.637 0.059 0.096
H 3.944 -1.675 -0.091 0.090
H 3.541 -0.894 -1.522 0.080
C -0.714 -3.670 1.570 -0.102
C -1.115 -3.656 0.098 -0.262
C -1.681 -2.315 -0.362 -0.237
C -2.961 -1.864 0.341 -0.236
C -4.129 -2.841 0.241 -0.258
C -4.590 -3.087 -1.192 -0.101
H -1.569 -3.498 2.224 0.071
H -0.283 -4.633 1.843 0.075
H 0.034 -2.899 1.780 0.062
H -1.836 -4.453 -0.096 0.104
H -0.237 -3.889 -0.511 0.104
H -1.857 -2.360 -1.442 0.103
H -0.914 -1.539 -0.211 0.072
H -3.264 -0.899 -0.084 0.105
H -2.746 -1.673 1.397 0.100
H -4.964 -2.439 0.819 0.109
H -3.865 -3.792 0.711 0.104
H -4.892 -2.155 -1.672 0.078
H -5.444 -3.764 -1.208 0.074
H -3.802 -3.543 -1.795 0.051
C 5.907 1.649 -3.231 -0.119
C 6.939 2.190 -2.247 -0.269
C 6.751 3.671 -1.921 -0.236
C 6.887 4.617 -3.115 -0.230
C 8.221 4.528 -3.854 -0.268
C 9.422 4.894 -2.986 -0.108
H 5.974 2.145 -4.201 0.068
H 6.061 0.582 -3.397 0.071
H 4.898 1.787 -2.843 0.038
H 7.945 2.013 -2.634 0.103
H 6.872 1.618 -1.316 0.091
H 7.468 3.957 -1.146 0.103
H 5.757 3.814 -1.479 0.094
H 6.744 5.643 -2.762 0.110
H 6.076 4.429 -3.825 0.100
H 8.185 5.206 -4.710 0.106
H 8.359 3.525 -4.266 0.099
H 9.322 5.907 -2.590 0.076
H 10.343 4.853 -3.567 0.072
H 9.536 4.211 -2.143 0.065
C -5.993 -9.320 -4.932 -0.109
C -5.151 -8.744 -3.798 -0.270
C -5.444 -7.273 -3.508 -0.233
C -5.159 -6.318 -4.668 -0.229
C -3.724 -6.351 -5.191 -0.266
C -2.691 -5.946 -4.144 -0.114
H -5.796 -8.815 -5.879 0.065
H -5.774 -10.379 -5.075 0.070
H -7.058 -9.226 -4.712 0.076
H -4.089 -8.880 -4.024 0.098
H -5.342 -9.319 -2.888 0.105
H -4.869 -6.964 -2.629 0.096
H -6.497 -7.171 -3.227 0.110
H -5.394 -5.299 -4.342 0.104
H -5.841 -6.532 -5.494 0.103
H -3.652 -5.669 -6.042 0.105
H -3.483 -7.345 -5.576 0.100
H -2.898 -4.939 -3.770 0.057
H -1.687 -5.946 -4.572 0.068
H -2.687 -6.631 -3.295 0.065
C -0.416 3.896 8.608 -0.110
C -1.620 4.724 8.170 -0.267
C -2.605 3.950 7.295 -0.226
C -2.031 3.450 5.969 -0.234
C -1.452 4.540 5.068 -0.270
C -2.480 5.577 4.624 -0.107
H 0.183 3.570 7.756 0.062
H 0.235 4.478 9.260 0.071
H -0.733 3.008 9.159 0.076
H -1.279 5.623 7.651 0.098
H -2.152 5.071 9.059 0.107
H -3.477 4.581 7.100 0.103
H -2.979 3.089 7.856 0.112
H -2.824 2.925 5.425 0.107
H -1.256 2.703 6.165 0.099
H -1.027 4.061 4.178 0.078
H -0.619 5.041 5.568 0.102
H -3.306 5.100 4.092 0.069
H -2.023 6.305 3.952 0.071
H -2.894 6.128 5.467 0.070

No. 2
131
Properties=species:S:1:pos:R:3:lowdin_charge:R:1 method="wB97M-V/def2-TZVPD" spin_multiplicity=1 relative_energy_ev=0.328 smiles="COC[C@H](C)N.COC[C@H](C)N.COC[C@H](C)N.COC[C@H](C)N.COC[C@H](C)N.COC[C@H](C)N.ClC(Cl)Cl.CN(C)C=O.CN(C)C=O" homo_lumo_gap_ev=9.4 charge=0 lumo_ev=0.300 total_energy_ha=-3650.14663
C 37.736 0.214 -5.794 -0.106
O 39.031 -0.215 -6.134 -0.169
C 39.987 0.436 -5.351 -0.253
C 41.395 -0.032 -5.706 -0.402
C 41.517 -1.504 -5.356 -0.064
N 42.338 0.726 -4.829 0.035
H 37.601 1.290 -5.964 0.080
H 37.557 -0.048 -4.744 0.088
H 36.995 -0.264 -6.436 0.086
H 39.892 1.527 -5.474 0.113
H 39.804 0.258 -4.278 0.111
H 41.616 0.164 -6.753 0.136
H 40.680 -2.131 -5.656 0.078
H 41.680 -1.675 -4.287 0.078
H 42.413 -1.933 -5.820 0.081
H 42.375 0.238 -3.940 0.057
H 41.915 1.625 -4.608 0.058
C 39.676 3.732 -9.878 -0.122
O 39.152 4.602 -8.917 -0.170
C 40.035 4.762 -7.847 -0.243
C 39.461 5.681 -6.792 -0.440
C 38.351 4.965 -6.087 -0.073
N 38.995 6.961 -7.351 0.053
H 39.942 2.760 -9.437 0.087
H 40.584 4.135 -10.358 0.091
H 38.982 3.569 -10.701 0.087
H 40.325 3.792 -7.416 0.120
H 40.984 5.190 -8.225 0.129
H 40.283 5.837 -6.076 0.137
H 37.803 5.546 -5.339 0.073
H 38.718 4.062 -5.593 0.066
H 37.577 4.576 -6.758 0.077
H 38.549 7.471 -6.597 0.066
H 39.812 7.477 -7.660 0.074
C 34.786 5.796 -5.242 -0.124
O 34.939 5.260 -3.954 -0.205
C 33.848 5.556 -3.098 -0.206
C 34.127 4.935 -1.742 -0.436
C 33.096 5.357 -0.716 -0.059
N 35.478 5.287 -1.225 0.056
H 35.286 6.773 -5.306 0.094
H 33.750 5.944 -5.557 0.088
H 35.311 5.174 -5.965 0.057
H 33.761 6.644 -2.993 0.138
H 32.909 5.113 -3.457 0.115
H 34.177 3.841 -1.846 0.123
H 33.398 5.022 0.278 0.064
H 32.113 4.947 -0.959 0.076
H 33.070 6.442 -0.599 0.083
H 36.099 5.365 -2.028 0.057
H 35.841 4.460 -0.732 0.031
C 31.393 1.321 -9.162 -0.125
O 31.995 0.078 -8.935 -0.201
C 31.450 -0.912 -9.792 -0.225
C 32.140 -2.227 -9.547 -0.431
C 33.583 -2.281 -10.034 -0.060
N 31.308 -3.202 -10.293 0.029
H 31.516 1.674 -10.190 0.091
H 31.870 2.027 -8.479 0.076
H 30.328 1.335 -8.890 0.087
H 30.385 -0.997 -9.540 0.127
H 31.502 -0.610 -10.849 0.131
H 32.077 -2.465 -8.484 0.092
H 33.660 -2.002 -11.087 0.080
H 33.984 -3.286 -9.893 0.074
H 34.237 -1.611 -9.466 0.071
H 31.229 -2.936 -11.268 0.068
H 31.723 -4.125 -10.255 0.067
C 30.088 -0.305 -5.609 -0.117
O 28.990 0.144 -4.897 -0.190
C 27.827 -0.637 -5.105 -0.205
C 26.610 0.040 -4.499 -0.434
C 26.443 1.499 -4.881 -0.061
N 26.466 -0.088 -3.031 0.048
H 30.387 -1.340 -5.414 0.092
H 30.905 0.396 -5.454 0.068
H 29.887 -0.258 -6.693 0.084
H 27.660 -0.749 -6.191 0.126
H 27.988 -1.651 -4.710 0.128
H 25.778 -0.471 -5.007 0.131
H 26.532 1.611 -5.970 0.084
H 27.252 2.128 -4.502 0.047
H 25.484 1.886 -4.553 0.082
H 26.892 -0.973 -2.749 0.066
H 27.150 0.563 -2.629 0.058
C 35.763 2.814 1.317 -0.083
O 36.643 3.113 0.250 -0.225
C 37.601 2.102 0.087 -0.231
C 38.381 2.274 -1.185 -0.416
C 37.488 2.163 -2.425 -0.055
N 39.458 1.261 -1.217 0.048
H 35.109 3.672 1.444 0.081
H 36.322 2.625 2.241 0.093
H 35.174 1.917 1.097 0.097
H 38.247 2.134 0.978 0.136
H 37.159 1.091 0.107 0.133
H 38.832 3.270 -1.251 0.140
H 36.729 2.944 -2.484 0.060
H 36.902 1.236 -2.360 0.082
H 38.100 2.170 -3.327 0.061
H 39.463 0.796 -2.119 0.039
H 39.239 0.510 -0.567 0.066
Cl 34.879 -4.994 -4.478 0.525
C 33.773 -3.660 -4.780 -1.561
Cl 32.734 -3.382 -3.391 0.540
Cl 32.808 -3.972 -6.240 0.534
H 34.373 -2.784 -4.970 -0.018
C 34.395 2.546 -6.292 -0.051
N 34.013 1.480 -5.391 -0.166
C 33.813 1.824 -4.002 -0.029
C 33.747 0.235 -5.840 -0.328
O 33.347 -0.679 -5.140 -0.025
H 35.380 2.940 -6.008 0.076
H 33.680 3.365 -6.302 0.080
H 34.606 2.120 -7.275 0.093
H 33.054 1.158 -3.579 0.092
H 34.703 1.617 -3.405 0.082
H 33.478 2.852 -3.908 0.064
H 33.969 0.125 -6.913 0.133
C 30.365 3.667 -5.062 -0.069
N 29.431 3.786 -3.968 -0.191
C 28.411 4.804 -4.127 -0.042
C 29.433 2.904 -2.943 -0.352
O 28.535 2.790 -2.138 0.017
H 30.831 4.634 -5.289 0.081
H 29.858 3.345 -5.977 0.093
H 31.171 2.963 -4.849 0.064
H 27.702 4.555 -4.924 0.089
H 27.840 4.866 -3.204 0.091
H 28.906 5.741 -4.384 0.087
H 30.345 2.286 -2.919 0.134

No. 3
127
Properties=species:S:1:pos:R:3:lowdin_charge:R:1 method="wB97M-V/def2-TZVPD" spin_multiplicity=1 homo_lumo_gap_ev=8.8 charge=-1 lumo_ev=2.386 total_energy_ha=-2208.73431
C -0.900 0.156 -0.459 0.036
C -0.020 0.673 0.635 -0.605
O 0.743 1.691 0.382 -0.075
O -0.137 -0.025 1.645 -0.029
H -1.297 1.102 -0.833 0.077
H -1.643 -0.465 0.045 0.073
H -0.344 -0.465 -1.168 0.064
C -2.745 2.313 -2.858 -0.203
O -3.922 2.231 -3.572 -0.105
H -2.890 2.246 -1.789 0.049
H -2.252 3.263 -2.900 0.065
H -1.998 1.556 -3.074 0.073
H -4.535 2.804 -3.053 0.102
C 0.272 -1.467 -3.457 -0.151
O 1.519 -0.896 -3.151 -0.110
H -0.510 -0.671 -3.509 0.090
H -0.050 -2.235 -2.746 0.048
H 0.302 -1.965 -4.385 0.069
H 1.457 -0.424 -2.361 -0.019
C -0.013 5.387 -2.406 -0.040
C 0.687 4.698 -1.229 -0.607
C 0.886 5.601 -0.066 -0.070
O -0.152 3.883 -0.723 -0.030
H -0.263 4.818 -3.285 0.054
H 0.683 6.083 -2.796 0.049
H -0.741 6.118 -2.035 0.086
H 1.676 4.206 -1.450 0.155
H 1.585 6.379 -0.333 0.059
H 1.309 5.085 0.799 0.080
H -0.066 6.191 0.260 0.124
H 0.337 3.185 -0.308 0.031
C 3.632 0.543 1.156 -0.008
C 3.751 0.545 -0.367 -0.584
C 4.811 -0.398 -0.872 -0.004
O 2.655 0.297 -0.960 -0.035
H 3.317 -0.490 1.474 0.081
H 2.944 1.248 1.602 0.054
H 4.566 0.790 1.539 0.066
H 3.950 1.571 -0.652 0.134
H 4.893 -1.318 -0.389 0.040
H 5.725 0.161 -0.876 0.082
H 4.518 -0.626 -1.862 0.074
H 1.939 0.666 -0.448 0.051
C -1.070 1.803 4.034 -0.030
C -0.180 2.927 3.568 -0.570
C 1.305 2.375 3.541 -0.037
O -0.494 3.363 2.409 0.001
H -1.948 2.101 4.605 0.078
H -0.466 1.198 4.712 0.077
H -1.433 1.251 3.184 0.055
H -0.178 3.781 4.257 0.138
H 1.537 1.574 2.821 0.039
H 1.558 1.945 4.466 0.051
H 2.009 3.167 3.388 0.072
H -0.102 2.613 1.906 0.071
C -2.417 -2.709 -1.681 -0.055
C -2.270 -3.887 -2.628 -0.631
C -1.980 -5.084 -1.769 -0.024
O -3.227 -4.036 -3.434 0.038
H -2.669 -1.738 -2.142 0.082
H -1.470 -2.467 -1.192 0.044
H -3.159 -2.915 -0.928 0.079
H -1.445 -3.648 -3.361 0.140
H -1.689 -5.893 -2.371 0.060
H -2.853 -5.413 -1.185 0.097
H -1.231 -4.924 -1.008 0.071
H -3.146 -3.369 -4.099 0.110
C 2.971 -0.952 4.132 -0.030
C 1.732 -1.753 3.823 -0.676
C 1.540 -2.848 4.838 -0.023
O 0.659 -1.151 3.849 -0.013
H 3.121 -0.781 5.154 0.063
H 2.913 0.045 3.695 0.057
H 3.732 -1.547 3.685 0.066
H 1.867 -2.059 2.774 0.109
H 2.449 -3.425 4.790 0.071
H 0.718 -3.530 4.547 0.069
H 1.349 -2.390 5.816 0.095
H 0.487 -0.483 3.143 0.072
C -4.833 0.168 -1.342 -0.032
C -4.517 -0.156 0.088 -0.689
C -3.936 1.056 0.736 -0.022
O -5.394 -0.596 0.802 0.062
H -5.282 1.169 -1.497 0.088
H -5.499 -0.488 -1.873 0.087
H -3.937 0.188 -1.853 0.028
H -3.752 -0.943 0.001 0.113
H -3.478 0.872 1.705 0.083
H -4.697 1.841 0.767 0.094
H -3.193 1.527 0.107 0.048
H -6.205 -0.113 0.667 0.128
C 2.670 3.740 -4.615 -0.027
C 2.581 2.449 -3.781 -0.593
C 1.050 2.042 -3.682 -0.015
O 3.217 1.485 -4.269 0.036
H 3.721 4.004 -4.670 0.074
H 2.183 4.547 -4.122 0.042
H 2.212 3.710 -5.613 0.089
H 2.916 2.620 -2.748 0.125
H 0.794 1.547 -2.726 0.072
H 0.946 1.385 -4.521 0.077
H 0.397 2.852 -3.874 0.037
H 3.073 0.818 -3.628 0.067
C 3.427 -3.493 0.866 -0.032
C 1.955 -3.666 0.601 -0.627
C 1.481 -2.407 -0.100 -0.043
O 1.762 -4.507 -0.309 0.016
H 3.619 -2.713 1.622 0.067
H 3.929 -3.226 -0.113 0.102
H 3.715 -4.413 1.308 0.071
H 1.424 -3.884 1.555 0.148
H 1.484 -1.659 0.676 0.060
H 0.491 -2.581 -0.440 0.055
H 2.001 -2.091 -1.016 0.092
H 2.448 -4.294 -0.938 0.107
C -1.271 -3.264 2.416 -0.013
C -2.470 -2.344 2.254 -0.655
C -3.799 -2.839 2.785 -0.014
O -2.257 -1.202 2.714 0.004
H -1.110 -3.633 3.461 0.089
H -0.394 -2.626 2.152 0.067
H -1.297 -4.066 1.694 0.072
H -2.484 -2.251 1.199 0.088
H -4.666 -2.333 2.374 0.058
H -3.716 -2.701 3.841 0.074
H -4.053 -3.891 2.555 0.083
H -1.454 -0.828 2.286 0.054